1.
A single C4H7NO2 molecule. Source: OMol25; level of theory: ωB97M-V/def2-TZVPD.

The geometry in XYZ format:
```
14
Properties=species:S:1:pos:R:3:forces:R:3:lowdin_charge:R:1
O -0.6060 -0.5531 1.4921 -0.563 -0.289 0.263 -0.020
C -0.9438 -0.0344 0.2257 -0.009 0.351 -0.513 -0.358
C -0.2807 -0.8576 -0.8768 -0.071 -0.173 0.070 -0.175
N 1.1377 -0.9892 -0.5035 0.296 0.266 0.090 0.056
C 1.6264 -0.0425 0.1864 0.067 -0.307 -0.269 -0.246
O 1.1013 1.1728 0.4031 0.371 0.017 -0.224 -0.031
C -0.2678 1.3237 0.0209 -0.104 0.128 0.177 -0.118
H -0.1753 -1.4116 1.3542 -0.175 0.346 0.179 0.100
H -2.0316 0.0791 0.0938 0.263 -0.222 0.082 0.151
H -0.4821 -0.3409 -1.8314 0.334 -0.551 0.179 0.121
H -0.6404 -1.8887 -0.9234 -0.306 0.188 -0.142 0.116
H 2.5440 -0.1798 0.7634 0.025 0.161 -0.479 0.141
H -0.3982 1.5679 -1.0540 0.343 0.261 0.653 0.132
H -0.5836 2.1542 0.6495 -0.471 -0.178 -0.066 0.132
```
Forces are in eV/Å.

As for the energy above the lowest of the compared OMol25 structures with the same formula, charge and spin: 43.94 kcal/mol. The calculation puts the max |F| at 0.8 eV Å⁻¹. Its electronic energy is -9845.374 eV. The HOMO energy is -0.354 Ha. The SMILES is O[C@@H]1CN=COC1. Its orbital gap is 10.5 eV.

2.
C39H44N6NiO2SSb2Se as an isolated structure. Source: OMol25; level of theory: ωB97M-V/def2-TZVPD.

The geometry in XYZ format:
```
96
Properties=species:S:1:pos:R:3:forces:R:3:mulliken_spin:R:1
Ni 0.5261 -0.2259 -0.7052 0.107 -0.637 0.711 0.837
C 0.6157 2.7035 -2.0903 0.190 -0.170 -0.261 0.001
C 0.3330 3.5155 -0.8342 -0.225 0.084 -0.202 0.005
C 0.4615 2.6678 0.4260 -0.446 -0.028 0.479 -0.012
Sb -1.2011 2.4105 1.8717 0.090 0.239 -0.144 0.002
C -2.7157 1.2401 0.8503 0.716 -0.029 0.218 0.014
C -2.3463 -0.0977 0.7138 -0.462 0.180 0.034 -0.021
C -3.2632 -1.0706 0.3461 0.281 -0.131 0.190 0.003
C -4.5690 -0.6954 0.0809 0.007 0.072 0.005 -0.004
C -4.9425 0.6333 0.1829 -0.206 0.014 -0.105 0.002
C -4.0210 1.5919 0.5758 -0.195 0.079 -0.043 -0.003
C -2.2232 4.3061 1.7186 0.387 -0.522 -0.009 0.002
C -3.5243 4.3948 2.1936 -0.113 -0.098 0.100 0.000
C -4.2251 5.5868 2.1275 -0.092 0.003 0.039 0.000
C -3.6085 6.7178 1.6175 -0.121 0.095 0.007 0.000
C -2.2951 6.6501 1.1882 0.101 0.167 -0.049 0.000
C -1.6062 5.4500 1.2399 0.096 0.053 -0.051 -0.001
Sb -1.0295 1.2610 -2.2972 0.616 0.261 -0.689 0.010
C -2.0916 2.9930 -2.9918 -0.067 -0.447 0.193 0.005
C -1.7386 3.5785 -4.1948 0.133 -0.089 -0.324 -0.001
C -2.1514 4.8612 -4.4993 0.082 0.122 -0.133 0.000
C -2.9061 5.5830 -3.5895 -0.063 0.120 0.034 0.000
C -3.2792 4.9987 -2.3929 -0.057 0.204 0.072 0.000
C -2.8706 3.7087 -2.1013 -0.214 -0.130 0.230 0.000
C -0.6447 0.2850 -4.1908 -0.180 0.324 0.477 0.007
C 0.4066 -0.6176 -4.2720 0.295 0.049 0.210 -0.013
C 0.5976 -1.3792 -5.4129 0.068 -0.049 -0.080 -0.003
C -0.2795 -1.2577 -6.4785 -0.080 -0.058 -0.057 -0.001
C -1.3565 -0.3910 -6.3865 -0.077 -0.023 -0.129 0.000
C -1.5412 0.3715 -5.2456 -0.099 0.173 0.030 -0.001
H 1.5760 2.1944 -2.0112 -0.108 0.006 -0.058 0.000
H 0.6220 3.3417 -2.9758 -0.042 -0.085 0.008 0.000
H -0.6655 3.9549 -0.9284 0.164 0.143 0.094 -0.001
H 1.0440 4.3468 -0.7797 -0.102 0.044 -0.011 0.001
H 1.2937 3.0156 1.0409 -0.034 -0.024 0.138 0.001
H 0.7000 1.6309 0.1539 0.041 0.264 0.187 0.019
H -0.8160 -1.3312 1.1134 0.012 0.380 -0.069 -0.017
H -2.9607 -2.1095 0.2993 0.040 -0.026 -0.104 0.001
H -5.2910 -1.4451 -0.2043 -0.072 -0.073 -0.028 0.000
H -5.9590 0.9276 -0.0308 -0.097 0.018 -0.032 0.000
H -4.3407 2.6195 0.6705 -0.031 0.045 -0.027 0.000
H -3.9915 3.5210 2.6293 -0.116 -0.001 0.027 0.000
H -5.2490 5.6292 2.4744 -0.018 0.037 0.048 0.000
H -4.1485 7.6527 1.5723 -0.029 0.065 -0.027 0.000
H -1.8006 7.5339 0.8093 0.010 0.063 -0.021 0.000
H -0.5770 5.4117 0.9161 0.102 0.034 -0.126 0.000
H -1.1041 3.0401 -4.8873 0.025 0.021 -0.078 0.000
H -1.8475 5.3122 -5.4332 -0.005 0.041 -0.083 0.000
H -3.1767 6.6067 -3.8019 -0.103 0.067 -0.058 0.000
H -3.8557 5.5560 -1.6669 -0.046 0.029 0.039 0.000
H -3.1367 3.2673 -1.1516 -0.057 0.005 0.076 0.000
H 1.0764 -0.7372 -3.4241 -0.018 -0.040 -0.107 0.007
H 1.4245 -2.0755 -5.4733 0.020 0.004 0.055 0.000
H -0.1397 -1.8532 -7.3708 0.006 -0.024 -0.014 0.000
H -2.0656 -0.3098 -7.1985 -0.018 -0.027 -0.081 0.000
H -2.3940 1.0371 -5.1774 -0.028 0.001 -0.056 0.000
N 1.5716 -0.2905 1.4573 0.064 0.045 0.077 0.085
C 1.7623 -1.6663 1.8896 0.252 -0.066 -0.184 0.075
C 2.2505 -1.7841 3.3421 0.031 -0.037 -0.164 -0.010
C 3.5477 -1.0101 3.6021 -0.051 -0.200 -0.107 0.004
C 4.8304 -1.7607 3.2046 -0.243 0.449 0.207 -0.004
N 4.7658 -2.4475 1.9270 -0.043 -0.277 -0.009 0.005
C 4.8473 -1.8744 0.7192 0.332 -0.358 -0.071 0.003
N 5.2632 -0.6251 0.5572 -0.073 0.187 0.205 -0.001
N 4.5801 -2.5875 -0.3680 -0.075 0.024 -0.037 0.003
C 0.4821 -2.4835 1.6418 -0.841 -0.931 1.179 0.470
O 0.1715 -3.4700 2.2688 0.534 0.727 -0.452 0.227
O -1.0272 -0.3579 0.9464 -0.213 -0.453 -0.197 0.011
H 2.4643 0.1834 1.3646 -0.183 0.023 -0.125 -0.005
H 1.0024 0.2126 2.1344 0.032 0.053 -0.065 0.022
H 2.4791 -2.1092 1.1945 -0.016 0.064 0.093 0.026
H 2.3652 -2.8378 3.5990 -0.043 -0.100 0.076 0.030
H 1.4643 -1.3882 3.9877 -0.041 -0.037 0.035 -0.018
H 3.6276 -0.7715 4.6650 0.045 0.018 -0.039 0.002
H 3.4937 -0.0563 3.0745 0.094 0.070 0.093 0.001
H 5.0499 -2.5199 3.9564 0.095 0.040 -0.095 0.000
H 5.6644 -1.0539 3.1869 0.098 -0.203 0.109 0.000
H 4.3670 -3.3750 1.9505 0.084 0.096 -0.108 0.001
H 5.5582 -0.0468 1.3219 -0.033 -0.102 0.065 0.000
H 5.2814 -0.2574 -0.4023 0.094 0.021 0.074 0.000
H 4.0752 -3.4567 -0.3226 -0.115 0.010 0.096 -0.001
H 4.5821 -2.0839 -1.2650 0.050 -0.201 0.063 -0.001
Se 0.8521 -2.7677 -0.8196 0.157 0.213 -0.361 0.169
C -0.4741 -3.2513 -2.0988 -0.035 -0.055 0.124 0.003
C -1.5419 -2.4013 -2.3610 -0.063 -0.065 0.143 0.009
C -2.4100 -2.7121 -3.3884 -0.082 0.038 0.106 -0.007
N -2.2979 -3.8059 -4.1247 -0.394 -0.125 -0.401 0.010
C -1.3041 -4.6359 -3.8474 0.125 -0.168 -0.080 -0.002
C -0.3604 -4.4131 -2.8600 -0.036 0.233 0.147 0.008
H -1.6934 -1.5029 -1.7746 0.064 -0.092 -0.096 0.006
H -3.2377 -2.0570 -3.6382 0.004 0.091 0.054 0.000
H -1.2729 -5.5253 -4.4648 0.164 -0.114 0.014 0.000
H 0.4528 -5.1039 -2.6891 -0.005 -0.067 -0.019 0.000
S 4.8134 -0.3448 -2.5440 1.241 -0.031 -1.024 0.001
C 3.3537 -0.0905 -1.9147 -1.772 0.615 1.111 -0.010
N 2.3406 0.0975 -1.3611 0.827 -0.130 -0.886 0.048
```
Forces are in eV/Å.

As for the energy above the lowest of the compared OMol25 structures with the same formula, charge and spin: 14.25 kcal/mol. The calculation puts the max |F| at 2.2 eV Å⁻¹. Its spin multiplicity is 3. Its electronic energy is -184489.907 eV. The HOMO energy (spin up / spin down) is -0.241 / -0.249 Ha. Its orbital gap (spin up / spin down) is 6.5 / 6.6 eV.

3.
C19H19AuN4O5 as an isolated structure. Source: OMol25; level of theory: ωB97M-V/def2-TZVPD.

The geometry in XYZ format:
```
48
Properties=species:S:1:pos:R:3:forces:R:3:lowdin_charge:R:1
Au -0.1333 -0.5321 -0.3932 -0.383 0.947 -2.301 1.292
C -4.3985 -1.6806 -0.1980 0.118 0.003 0.024 -0.066
O -4.9524 -0.3686 -0.2118 -0.068 0.022 -0.061 -0.074
C -4.2435 0.7654 -0.4636 0.467 -0.182 -0.121 -0.198
C -4.9951 1.9221 -0.4613 0.144 0.082 0.017 -0.002
C -4.4117 3.1698 -0.6772 -0.155 -0.014 0.031 -0.091
C -3.0618 3.2577 -0.8901 0.139 0.163 -0.023 -0.066
C -2.2501 2.1114 -0.9237 -0.677 -0.569 0.293 -0.143
C -0.8508 2.3279 -1.1370 0.193 -0.087 -0.137 -0.046
N 0.0880 1.4490 -1.1337 -0.780 -1.280 1.171 -0.105
N 1.3434 1.7965 -1.4710 1.116 0.065 -0.207 0.068
C 2.2261 0.8382 -1.2841 -0.571 0.987 -0.221 -0.443
O 1.9602 -0.3577 -0.9111 -0.741 -0.977 0.600 -0.119
C 3.6497 1.1732 -1.5438 0.211 -0.208 0.110 -0.150
C 4.6039 0.1608 -1.4539 -0.100 0.046 -0.015 -0.023
C 5.9452 0.4485 -1.6415 0.022 0.014 -0.007 -0.079
C 6.3443 1.7488 -1.9184 0.030 -0.061 -0.017 -0.088
C 5.3962 2.7572 -2.0179 -0.025 0.054 -0.023 -0.082
C 4.0532 2.4737 -1.8335 -0.107 -0.001 -0.015 -0.031
C -2.8356 0.8178 -0.7500 -0.374 1.167 0.269 -0.268
O -2.1861 -0.2961 -0.8804 1.210 -1.431 0.306 -0.166
H -5.2489 -2.3364 -0.0229 0.000 0.020 0.011 0.091
H -3.6708 -1.8067 0.6050 -0.015 0.038 0.007 0.084
H -3.9221 -1.9361 -1.1407 -0.020 0.012 -0.038 0.090
H -6.0560 1.8300 -0.2682 0.004 -0.023 -0.007 0.122
H -5.0277 4.0585 -0.6636 0.027 0.005 0.005 0.102
H -2.5994 4.2267 -1.0380 0.013 -0.021 -0.002 0.108
H -0.5489 3.3575 -1.3125 0.148 -0.085 -0.215 0.137
H 4.2792 -0.8476 -1.2408 -0.005 -0.005 0.031 0.113
H 6.6774 -0.3453 -1.5688 0.017 0.021 -0.012 0.102
H 7.3934 1.9733 -2.0639 -0.007 0.010 0.008 0.101
H 5.7039 3.7712 -2.2390 0.002 -0.009 -0.002 0.102
H 3.3015 3.2468 -1.9137 0.040 0.014 0.027 0.105
C -0.1175 -2.2786 3.8592 0.011 0.030 -0.179 -0.003
C -0.0623 -1.8909 2.4073 -0.014 0.306 0.332 -0.279
N 0.0287 -0.6948 1.9700 0.083 0.093 0.281 -0.072
O 0.0499 0.3983 2.7879 0.022 0.185 0.196 -0.011
C -0.1295 -2.9337 1.3903 -0.055 -0.409 -0.045 -0.275
C -0.0874 -4.4019 1.6918 -0.049 0.197 -0.203 -0.022
N -0.2449 -2.5941 0.1335 0.155 1.262 0.174 -0.230
O -0.3266 -3.4098 -0.7935 -0.018 -0.075 -0.315 -0.067
H -0.1582 -1.4210 4.5263 -0.005 -0.056 0.072 0.066
H 0.7671 -2.8600 4.1189 -0.012 -0.015 0.028 0.100
H -0.9979 -2.8913 4.0475 0.004 -0.011 0.029 0.097
H -0.0687 0.1381 3.7118 -0.003 -0.109 0.054 0.074
H -0.1072 -4.6135 2.7558 0.009 0.011 0.034 0.065
H 0.8149 -4.8336 1.2526 -0.012 -0.060 0.018 0.093
H -0.9334 -4.8878 1.2028 0.010 -0.068 0.043 0.088
```
Forces are in eV/Å.

As for the energy above the lowest of the compared OMol25 structures with the same formula, charge and spin: 19.04 kcal/mol. The calculation puts the max |F| at 2.5 eV Å⁻¹. Its electronic energy is -39894.882 eV. The HOMO energy is -0.282 Ha. Its orbital gap is 5.8 eV.

4.
A single C7H9NOS2 molecule. Source: OMol25; level of theory: ωB97M-V/def2-TZVPD.

The geometry in XYZ format:
```
20
Properties=species:S:1:pos:R:3:forces:R:3:lowdin_charge:R:1
C 0.3444 0.3863 -0.8911 -2.204 -0.240 2.147 -0.025
C -0.8148 -0.0322 1.2166 0.883 -0.178 -2.196 -0.675
C -1.9545 0.5755 -1.0958 -1.354 -0.233 0.872 -0.609
C 1.7541 0.1911 -0.6779 0.749 -0.154 0.035 -0.177
C 2.0480 -0.9387 0.3338 -0.027 0.054 0.017 -0.237
C 1.7161 -0.6064 1.7836 -0.644 -0.396 0.167 -0.330
C -3.0863 0.9403 -1.9873 -0.265 -0.012 -0.006 -0.114
N -0.7051 0.5994 -1.4709 1.405 -0.153 0.073 0.051
O -0.1114 -0.5569 3.6990 -0.069 -0.086 0.913 -0.541
S -2.2944 0.1009 0.5879 1.199 0.329 -0.807 0.993
S -0.0157 -1.0903 2.3359 0.701 0.931 -0.968 0.792
H 2.2220 -0.0624 -1.6368 -0.050 0.052 0.024 0.129
H 2.2136 1.1184 -0.3151 -0.025 -0.061 -0.114 0.125
H 1.5067 -1.8411 0.0401 0.077 -0.025 -0.106 0.113
H 3.1174 -1.1555 0.2661 -0.064 -0.024 -0.025 0.111
H 2.3521 -1.1841 2.4551 -0.016 -0.004 0.049 0.082
H 1.8398 0.4506 2.0117 -0.146 0.066 0.101 0.094
H -3.6690 0.0611 -2.2692 -0.050 0.031 -0.093 0.071
H -3.7586 1.6400 -1.4921 -0.072 0.061 -0.076 0.068
H -2.7044 1.4040 -2.8937 -0.028 0.041 -0.007 0.077
```
Forces are in eV/Å.

As for the energy above the lowest of the compared OMol25 structures with the same formula, charge and spin: 105.37 kcal/mol. The calculation puts the max |F| at 3.1 eV Å⁻¹. Its electronic energy is -32607.510 eV. The HOMO energy (spin up / spin down) is -0.273 / -0.265 Ha. Its orbital gap (spin up / spin down) is 7.0 / 6.5 eV.

5.
A single C9H15ClN2O molecule. Source: OMol25; level of theory: ωB97M-V/def2-TZVPD.

The geometry in XYZ format:
```
28
Properties=species:S:1:pos:R:3:forces:R:3:lowdin_charge:R:1
H 0.8221 1.3230 -3.1057 0.490 -0.228 -0.044 0.068
N 0.5559 0.9435 -2.2031 -0.420 0.598 -0.219 0.127
C 1.4374 0.7518 -1.3373 -0.293 -1.188 2.017 -0.171
C 1.0388 0.3662 0.1328 -3.255 0.837 -3.084 -0.286
C 0.7347 1.6608 0.8547 1.077 -1.819 2.291 -0.176
C 0.6249 1.2083 2.3287 1.890 3.270 -0.389 -0.074
C -0.0019 -0.7581 0.2888 -0.233 0.028 -0.509 -0.208
C 0.5701 -2.2301 0.1385 -3.602 3.442 -0.029 -0.172
C 0.2822 -2.5272 -1.3651 4.707 -0.897 2.331 -0.064
C -1.3421 -0.5965 0.3693 0.277 -0.245 0.182 -0.551
Cl -2.3308 -2.0611 0.5625 -0.056 -0.063 0.041 0.704
C -2.3029 0.5092 0.3052 -2.018 1.131 -0.463 -0.135
N -2.2617 1.4482 -0.6175 0.378 -0.029 -1.185 -0.152
O -3.1547 2.3310 -0.8953 0.978 -1.015 0.732 -0.113
H 2.5462 0.7646 -1.2941 -0.334 0.645 -1.301 0.131
H 1.9277 0.0337 0.4713 2.838 -1.405 1.714 0.080
H 1.6326 2.2601 0.8734 -0.142 0.874 -0.900 0.115
H -0.2161 2.0805 0.6073 0.002 0.865 -0.602 0.093
H 0.7680 2.0757 2.9915 -0.161 -0.349 -0.031 0.092
H 1.2970 0.4507 2.6081 1.110 -0.958 0.213 0.071
H -0.3060 0.8623 2.4101 -3.731 -1.476 1.008 0.017
H 1.5285 -2.0923 0.4771 2.769 -0.403 0.072 0.069
H 0.0355 -2.7346 0.9555 0.113 -0.790 -0.938 0.083
H 1.0398 -2.0447 -1.9968 -0.722 0.520 0.116 0.084
H -0.6917 -2.3853 -1.5734 -3.059 0.644 -1.046 0.016
H 0.5717 -3.5325 -1.4511 -0.156 -1.832 -0.633 0.054
H -3.3637 0.4651 0.7626 2.186 -0.089 -0.296 0.152
H -1.4415 1.4276 -1.2981 -0.631 -0.068 0.952 0.148
```
Forces are in eV/Å.

As for the energy above the lowest of the compared OMol25 structures with the same formula, charge and spin: 48.60 kcal/mol. The calculation puts the max |F| at 5.3 eV Å⁻¹. Its electronic energy is -27121.476 eV. The HOMO energy (spin up / spin down) is -0.304 / -0.304 Ha. The SMILES is [H]/N=C/[C@@H](CC)/C(CC)=C(Cl)\C=[NH+]\[O-]. Its orbital gap (spin up / spin down) is 8.6 / 8.6 eV.